[1]
The following is a quantum chemistry calculation of a structure of composition C19H42NiP2Si in a non-equilibrium geometry, from the OMol25 dataset.

Geometry as XYZ:
```
65
C19H42NiP2Si (wB97M-V/def2-TZVPD)
P 0.2415 -0.2514 -4.6366
P 1.3799 2.8877 -2.9887
C 0.5497 1.4536 -5.0561
C 1.8808 1.8914 -4.4442
H -0.3626 1.8229 -4.5615
H 0.4526 1.7590 -6.1064
H 2.4683 1.0313 -4.0371
H 2.5053 2.4062 -5.1919
C -0.0769 3.8859 -3.4997
H -0.2576 4.6526 -2.7483
H -0.9363 3.2183 -3.4706
H 0.0446 4.3209 -4.4875
C 2.8099 4.0093 -3.0095
H 2.4846 5.0393 -2.9602
H 3.4218 3.8543 -3.9030
H 3.4785 3.8727 -2.1570
C -0.8916 -0.5003 -6.1858
H -0.9744 -1.5545 -6.4991
H -0.5352 0.1044 -7.0330
H -1.8957 -0.1546 -5.9382
C 1.5944 -1.0526 -5.7359
H 2.5453 -1.1428 -5.2010
H 1.7918 -0.4685 -6.6434
H 1.3533 -2.0679 -6.0932
Ni 0.9386 1.4772 -1.8261
C -2.8863 -1.3730 -3.6846
C -3.7302 -2.3236 -4.1467
C -3.5581 -3.8100 -4.2993
C -2.1361 -4.4099 -4.1105
C -1.0624 -3.7081 -4.8449
C -0.2443 -2.9608 -4.0783
C -0.6729 -2.3389 -2.7505
C -1.9598 -1.4674 -2.5089
C 1.6501 0.1938 -0.3119
H -2.8887 -0.4149 -4.1981
H -4.7142 -2.0914 -4.5854
H -3.8405 -4.1088 -5.3234
H -4.1974 -4.3720 -3.6015
H -1.8713 -4.4763 -3.0349
H -2.1619 -5.4553 -4.4530
H -0.9475 -3.9252 -5.9082
H 0.8084 -2.9797 -4.1533
H 0.1418 -1.6734 -2.4359
H -0.7629 -3.1698 -2.0387
H -2.4315 -1.7370 -1.5639
H -1.6733 -0.4219 -2.3348
H 2.3225 0.7946 0.3290
H 2.3007 -0.5212 -0.8176
H 0.9940 -0.3525 0.3652
C -1.8125 1.4523 1.6706
Si -0.2372 2.4848 1.5033
C -0.6784 4.2379 2.1088
C 1.0636 1.7843 2.6786
C 0.0804 2.7648 -0.3835
H -2.4456 1.8713 2.4720
H -1.5754 0.4016 1.9048
H -2.3513 1.5105 0.7116
H -1.7390 4.2595 2.4099
H -0.0719 4.5561 2.9703
H -0.5355 4.9610 1.2888
H 2.0948 2.0237 2.3868
H 0.8464 2.2257 3.6562
H 0.9400 0.6959 2.7546
H -0.9337 3.0442 -0.7953
H 0.5650 3.7827 -0.3825
```

Computed properties:
Frontier orbital gap (spin up / spin down) ... 7.119 / 7.856 eV
Relative energy (zero: lowest compared OMol25 entry of this formula, charge and spin) ... 0.0 kJ/mol
Multiplicity ... 3
Highest occupied orbital energy (spin up / spin down) ... -6.6140 / -7.9670 eV

[2]
The following is a quantum chemistry calculation of a structure of composition C19H43AuOP3S in a non-equilibrium geometry, from the OMol25 dataset.

Geometry as XYZ:
```
68
C19H43AuOP3S (wB97M-V/def2-TZVPD)
Au -0.5695 0.3300 -1.1151
P 2.4199 1.4919 1.3004
P -1.7822 1.5011 0.5324
P 0.7117 1.4754 -2.6917
H -1.8670 -3.8813 2.4179
C -1.1914 -3.8724 1.5534
C 0.1447 -3.7821 1.6685
H 0.6571 -3.7055 2.6364
C 1.9811 0.1913 2.4596
C 2.3791 3.1256 2.0639
C 4.0688 1.1645 0.6754
C -3.5048 0.9279 0.4683
C -1.3400 1.4056 2.2846
C -1.8205 3.2757 0.1327
C 1.9105 0.4249 -3.5447
C 1.5914 2.9435 -2.0958
C -0.4220 2.0602 -3.9829
H -1.6697 -3.9625 0.5707
H 0.7915 -3.8387 0.7831
H 2.4190 -0.7542 2.1128
H 0.8970 0.0482 2.5469
H 2.3856 0.4308 3.4526
H 1.3819 3.3370 2.4739
H 2.6237 3.8918 1.3124
H 3.1230 3.1739 2.8728
H 4.2423 0.0818 0.7037
H 4.8222 1.6688 1.2991
H 4.1559 1.5189 -0.3581
H -4.1285 1.5494 1.1256
H -3.5482 -0.1153 0.8068
H -3.8897 0.9785 -0.5571
H -2.0746 1.9673 2.8816
H -0.3486 1.8466 2.4573
H -1.3369 0.3613 2.6366
H -2.6466 3.7634 0.6699
H -1.9625 3.4121 -0.9474
H -0.8720 3.7478 0.4249
H 2.2001 0.8802 -4.5038
H 1.4668 -0.5616 -3.7293
H 2.8010 0.3089 -2.9131
H 1.9185 3.5640 -2.9431
H 2.4764 2.6450 -1.5175
H 0.9295 3.5417 -1.4555
H 0.1447 2.3748 -4.8682
H -1.0014 2.9117 -3.6040
H -1.1107 1.2513 -4.2547
C -1.2453 -2.0742 -3.2039
C -1.7729 -2.1282 -4.5164
C -1.0592 -2.7786 -5.5178
C 0.1611 -3.4028 -5.2223
C 0.6709 -3.3743 -3.9184
C -0.0356 -2.7315 -2.9052
S -2.0954 -1.2166 -1.9824
H 1.4719 1.4993 0.2309
H -2.7310 -1.6453 -4.7140
H -1.4486 -2.7970 -6.5377
H 0.7267 -3.9034 -6.0110
H 1.6235 -3.8490 -3.6779
H 0.3269 -2.7011 -1.8782
C -1.8823 -1.0437 5.9996
C -0.9546 -1.9028 5.1637
O -1.0756 -1.5580 3.7897
H -1.6851 0.0205 5.8447
H -1.7442 -1.2708 7.0587
H -2.9260 -1.2424 5.7375
H 0.0852 -1.7382 5.4787
H -1.2060 -2.9635 5.3038
H -0.7611 -2.2972 3.2354
```

Computed properties:
Frontier orbital gap (spin up / spin down) ... 8.009 / 4.668 eV
Relative energy (zero: lowest compared OMol25 entry of this formula, charge and spin) ... 76.6 kJ/mol
Multiplicity ... 3
Charge ... +3
Highest occupied orbital energy (spin up / spin down) ... -16.9082 / -16.9082 eV

[3]
The following is a quantum chemistry calculation of a cluster of 2 separate species, C19H43BN2O3S in total in a non-equilibrium geometry, from the OMol25 dataset.

Geometry as XYZ:
```
69
C19H43BN2O3S (wB97M-V/def2-TZVPD)
C 1.1153 1.1604 3.5318
O 2.1798 0.5086 2.8824
C 1.7729 -0.4011 1.8682
C 1.6802 -1.8303 2.4008
C 0.2383 -2.3690 2.4753
C 0.0744 -3.7961 1.9419
C -1.0356 -4.6109 2.5861
C -2.4510 -4.1967 2.2288
C -2.8871 -2.8241 2.7362
C -4.4169 -2.7198 2.9532
C -5.0293 -1.5856 2.1462
S -4.4792 0.0461 2.8424
B -3.2930 0.7938 1.5913
N -2.0881 1.3795 2.0437
O -3.7031 0.6366 0.3171
H 0.2339 0.5266 3.5792
H 1.4178 1.4119 4.5441
H 0.8662 2.0982 3.0325
H 2.4767 -0.3459 1.0457
H 0.8153 -0.0900 1.4536
H 2.1139 -1.8455 3.3918
H 2.2616 -2.4934 1.7692
H -0.1584 -2.2789 3.4829
H -0.3851 -1.7153 1.8686
H 1.0047 -4.3229 2.1373
H -0.0383 -3.7446 0.8626
H -0.9163 -5.6325 2.2317
H -0.8797 -4.6554 3.6605
H -3.1217 -4.9315 2.6710
H -2.5989 -4.2548 1.1535
H -2.3562 -2.5273 3.6331
H -2.6215 -2.0863 1.9799
H -4.8866 -3.6450 2.6398
H -4.6053 -2.5306 4.0039
H -6.1110 -1.5921 2.1406
H -4.6676 -1.6156 1.1263
H -3.6757 -0.2905 3.8743
H -1.6134 1.8688 1.2853
H -2.2909 2.0504 2.7821
H -3.6089 1.4568 -0.1986
C -0.2743 1.4129 -3.9120
C 0.7603 1.7427 -2.8182
C 1.7306 0.5610 -2.6760
C 2.7270 0.4096 -3.8284
C 3.0622 1.7502 -4.5008
C 2.8151 2.9816 -3.6187
N 1.4222 2.9873 -3.2085
O 1.0884 4.0670 -2.4233
C 3.0458 4.2149 -4.4895
C 3.8245 3.0182 -2.4603
C 0.0222 1.8821 -1.5007
H -0.9887 2.2322 -4.0064
H -0.8347 0.4952 -3.6799
H 0.2050 1.2756 -4.8814
H 2.2912 0.6785 -1.7439
H 1.1607 -0.3683 -2.5563
H 3.6402 -0.0506 -3.4415
H 2.3391 -0.2862 -4.5770
H 4.1024 1.7365 -4.8373
H 2.4614 1.8560 -5.4088
H 2.3043 4.2593 -5.2886
H 4.0408 4.1806 -4.9457
H 2.9712 5.1295 -3.9034
H 4.8483 3.0390 -2.8475
H 3.7407 2.1517 -1.8014
H 3.6774 3.9133 -1.8562
H -0.5011 0.9456 -1.2588
H -0.7261 2.6741 -1.5431
H 0.7118 2.1046 -0.6824
```

Computed properties:
Frontier orbital gap ... 1.768 eV
Relative energy (zero: lowest compared OMol25 entry of this formula, charge and spin) ... 328.0 kJ/mol
Highest occupied orbital energy ... -3.1565 eV

[4]
The following is a quantum chemistry calculation of a cluster of 4 separate species, C19H43Cl3 in total in a non-equilibrium geometry, from the OMol25 dataset.

Geometry as XYZ:
```
65
C19H43Cl3 (wB97M-V/def2-TZVPD)
C 4.3697 -0.6086 -0.7480
C 4.8007 0.4965 0.1900
C 6.2398 0.9874 -0.1290
C 7.2623 -0.0739 0.2318
C 8.7264 0.3840 0.1301
C 9.6164 -0.6625 -0.5766
H 4.8556 -0.5381 -1.7274
H 3.2997 -0.5591 -0.9647
H 4.5658 -1.6432 -0.4554
H 4.1220 1.3450 0.0858
H 4.7919 0.1856 1.2362
H 6.4384 1.9892 0.2663
H 6.2896 1.1864 -1.2076
H 7.0344 -0.5416 1.1928
H 7.1344 -0.8835 -0.4947
H 8.8323 1.3037 -0.4484
H 9.0532 0.6296 1.1425
H 9.1559 -1.0197 -1.4964
H 10.5425 -0.1692 -0.8843
H 9.8803 -1.4942 0.0743
C -1.8568 1.7240 1.3699
C -2.1005 0.2977 0.8332
C -0.9581 -0.6580 1.2139
C -0.8110 -0.7296 2.7285
C 0.1167 -1.8856 3.1389
C 0.6130 -1.7815 4.5840
H -2.5616 2.4264 0.9179
H -0.8556 2.1177 1.1892
H -2.0672 1.7389 2.4398
H -3.0742 0.0514 1.2645
H -2.2793 0.3729 -0.2446
H -0.0405 -0.5529 0.6334
H -1.2397 -1.6892 0.9382
H -0.3295 0.1801 3.0969
H -1.8094 -0.8889 3.1367
H -0.3804 -2.8328 2.9136
H 0.9875 -1.8536 2.4745
H 1.2529 -0.9067 4.6825
H -0.2318 -1.7544 5.2734
H 1.2004 -2.6588 4.8616
C -6.8403 3.2247 -0.1397
C -6.9884 1.8052 -0.6630
C -5.7618 0.9242 -0.4289
C -5.5666 -0.3265 -1.2610
C -5.5836 -0.0692 -2.7742
C -4.8098 -1.1123 -3.5576
H -7.7253 3.8364 -0.3520
H -6.0265 3.7406 -0.6510
H -6.7898 3.2899 0.9497
H -7.9422 1.3862 -0.3216
H -7.2088 1.8751 -1.7374
H -5.7517 0.6695 0.6400
H -4.8940 1.5925 -0.4936
H -4.5643 -0.6987 -1.0122
H -6.1951 -1.1493 -0.9118
H -6.5821 -0.0406 -3.2183
H -5.1285 0.9016 -2.9874
H -5.2218 -2.1195 -3.4889
H -4.7904 -0.7828 -4.6016
H -3.7547 -1.1524 -3.2826
C -0.5716 -1.3075 -2.4367
Cl 0.8407 -2.0579 -1.6552
Cl -1.4605 -2.5030 -3.4055
Cl -0.0183 0.0502 -3.4235
H -1.2510 -1.0078 -1.6494
```

Computed properties:
Frontier orbital gap ... 11.240 eV
Relative energy (zero: lowest compared OMol25 entry of this formula, charge and spin) ... 0.0 kJ/mol
Structure (SMILES) ... ClC(Cl)Cl.CCCCCC.CCCCCC.CCCCCC
Highest occupied orbital energy ... -10.6290 eV

[5]
The following is a quantum chemistry calculation of a cluster of 3 separate species, C19H43FN2O8S3 in total in a non-equilibrium geometry, from the OMol25 dataset.

Geometry as XYZ:
```
76
C19H43FN2O8S3 (wB97M-V/def2-TZVPD)
C -1.6102 -0.1264 3.2881
C -1.2496 -0.0893 1.8211
C -2.3186 -0.4822 0.8430
C -0.0086 0.2607 1.3208
C 0.5591 1.6810 1.3213
C 1.3230 1.9356 0.0070
C 2.8604 2.0550 0.1699
C 3.4389 2.1673 -1.2409
C 3.3309 0.8164 0.9366
C 4.8590 0.6356 1.0007
N 5.2157 -0.7988 1.0852
C 6.5880 -1.1275 0.6358
C 6.6004 -2.0447 -0.6301
C 5.2790 -2.6997 -0.9999
N 4.9426 -3.8283 -0.1071
S 4.8586 -1.4478 2.5468
O 5.5359 -2.6752 2.7482
O 4.8758 -0.4757 3.5876
F 3.3483 -1.8029 2.3226
H -2.2873 -0.9614 3.4574
H -2.1332 0.7813 3.6255
H -0.7090 -0.2294 3.8838
H -2.7917 0.4131 0.4414
H -1.8648 -1.0780 0.0415
H -3.0802 -1.1051 1.3262
H 0.6183 -0.5105 0.8742
H 1.1855 1.8803 2.2014
H -0.2905 2.3601 1.3746
H 1.1729 1.0521 -0.6197
H 0.9196 2.7946 -0.5294
H 3.0099 2.9818 0.7330
H 4.5255 2.1781 -1.2879
H 3.0962 3.1141 -1.6640
H 3.0182 1.3800 -1.8681
H 2.9736 0.8055 1.9632
H 2.9382 -0.0536 0.4019
H 5.3501 1.0504 0.1273
H 5.2160 1.1908 1.8720
H 7.1808 -1.5942 1.4162
H 7.1052 -0.2106 0.3604
H 7.2957 -2.8589 -0.4241
H 6.9883 -1.4720 -1.4737
H 5.4205 -3.1294 -1.9955
H 4.4614 -1.9851 -1.1093
H 4.6658 -4.6034 -0.6979
H 4.0953 -3.6191 0.4095
O -4.7932 2.6716 -0.2396
S -4.4678 3.3646 0.9700
O -4.1615 2.6426 2.1663
O -5.6090 4.4285 1.2815
C -6.9729 3.9577 1.3086
C -7.3109 3.2486 2.6045
C -3.1753 4.5156 0.6513
H -7.1629 3.3200 0.4440
H -7.5896 4.8475 1.1972
H -6.7700 2.3071 2.6922
H -8.3791 3.0347 2.6463
H -7.0373 3.8644 3.4612
H -3.4356 5.0997 -0.2269
H -2.2695 3.9400 0.4715
H -3.0514 5.1524 1.5231
O -1.6748 -1.8789 -2.5743
S -2.0601 -3.2216 -2.8861
O -1.2881 -4.0106 -3.7953
O -3.5810 -3.2238 -3.3552
C -3.9566 -2.3133 -4.4093
C -3.5565 -2.8230 -5.7793
C -2.2903 -4.1283 -1.3953
H -3.5377 -1.3253 -4.2132
H -5.0393 -2.2249 -4.3445
H -2.4735 -2.8324 -5.8963
H -3.9789 -2.1831 -6.5544
H -3.9106 -3.8431 -5.9275
H -2.9242 -3.5498 -0.7285
H -1.3072 -4.2756 -0.9536
H -2.7442 -5.0859 -1.6355
```

Computed properties:
Frontier orbital gap ... 7.360 eV
Structure (SMILES) ... CC(C)=CCC[C@H](C)CCN(CCCN)S(=O)(=O)F.CCOS(C)(=O)=O.CCOS(C)(=O)=O
Highest occupied orbital energy ... -6.7891 eV

[6]
The following is a quantum chemistry calculation of a structure of composition C19H43IrOP3S2 in a non-equilibrium geometry, from the OMol25 dataset.

Geometry as XYZ:
```
69
C19H43IrOP3S2 (wB97M-V/def2-TZVPD)
Ir 0.4192 -0.6435 -0.4079
P -0.5518 -1.2337 -2.4122
P 0.1030 -2.6000 0.8307
P 2.4548 -1.0820 -0.8978
H 0.8013 2.1156 -0.0804
C 0.2282 2.5645 -0.9020
C 1.0393 2.8340 -2.1476
H 2.1076 2.6954 -1.9669
C -2.3081 -0.7460 -2.4187
C -0.5481 -3.0175 -2.7985
C 0.1783 -0.3997 -3.8524
C 0.4896 -2.2510 2.5769
C -1.6523 -3.0940 0.8257
C 0.9578 -4.1696 0.4499
C 3.4041 0.2032 -1.7485
C 2.8541 -2.5687 -1.8875
C 3.3475 -1.3127 0.6766
H -0.7228 2.0551 -1.1020
H 0.7092 2.2440 -3.0068
H -2.3770 0.3456 -2.5144
H -2.7886 -1.0413 -1.4788
H -2.8274 -1.2165 -3.2649
H -0.9922 -3.6005 -1.9821
H 0.4711 -3.3788 -2.9797
H -1.1454 -3.1732 -3.7084
H -0.2821 0.5885 -3.9741
H -0.0184 -0.9963 -4.7550
H 1.2628 -0.2804 -3.7400
H 0.2597 -3.1453 3.1719
H -0.1143 -1.4077 2.9381
H 1.5524 -2.0088 2.6948
H -1.7167 -4.1461 1.1357
H -2.0930 -2.9868 -0.1739
H -2.2110 -2.4707 1.5348
H 0.5319 -4.9488 1.1007
H 2.0334 -4.0971 0.6508
H 0.7892 -4.4626 -0.5940
H 3.8934 -0.2145 -2.6384
H 4.1693 0.5858 -1.0627
H 2.7500 1.0254 -2.0481
H 3.9474 -2.6336 -1.9855
H 2.4209 -2.4963 -2.8921
H 2.4982 -3.4853 -1.4089
H 4.3500 -0.8855 0.5594
H 3.4403 -2.3719 0.9407
H 2.8318 -0.7797 1.4850
C -0.4891 4.2464 1.1635
C 0.4740 3.7565 2.0584
C 0.1824 3.7262 3.4198
C -1.0744 4.1396 3.8826
C -2.0107 4.6751 2.9906
C -1.7182 4.7456 1.6343
S -0.1859 4.3190 -0.5495
H 0.8984 3.9376 -2.3685
H 1.4353 3.4165 1.6664
H 0.9420 3.3719 4.1217
H -1.3267 4.0513 4.9401
H -2.9727 5.0500 3.3493
H -2.3983 5.1733 0.8968
C -1.7148 0.7933 2.8935
S -1.9005 1.1925 1.1594
C -3.6755 0.8854 0.9983
O -1.3377 -0.0931 0.4298
H -2.0813 -0.2272 3.0749
H -2.2967 1.5287 3.4632
H -0.6526 0.8927 3.1524
H -3.9543 1.0757 -0.0441
H -3.8903 -0.1566 1.2713
H -4.1990 1.5887 1.6545
```

Computed properties:
Frontier orbital gap (spin up / spin down) ... 6.894 / 6.055 eV
Relative energy (zero: lowest compared OMol25 entry of this formula, charge and spin) ... 64.2 kJ/mol
Multiplicity ... 5
Charge ... +3
Highest occupied orbital energy (spin up / spin down) ... -15.0364 / -18.2121 eV